# H2P2

3 unconnected molecules or ions with the total composition H2P2 in a non-equilibrium geometry (the ωB97M-V functional and the def2-TZVPD basis, the OMol25 dataset).

CARTESIAN COORDINATES (ANGSTROEM)
P  1.34  0.91  -1.21
P  -0.35  0.86  -2.08
H  -0.80  -0.77  1.94
H  -0.20  -1.01  1.34

Lowest unoccupied orbital energy   -0.62 eV
Energy above the lowest of the compared OMol25 structures with the same formula, charge and spin   14.5 kcal/mol
Maximum force   3.41 eV/Å
Spin multiplicity   1
E_tot   -683.824778 Eh

=====

# C52H78O39

13 unconnected molecules or ions with the total composition C52H78O39 in a non-equilibrium geometry (the ωB97M-V functional and the def2-TZVPD basis, the OMol25 dataset).

CARTESIAN COORDINATES (ANGSTROEM)
C  -0.96  1.98  -3.54
C  -2.06  2.75  -4.33
C  -2.22  2.21  -5.77
O  -3.59  1.88  -5.82
C  -4.16  2.03  -4.61
O  -5.37  1.79  -4.51
O  -3.30  2.43  -3.81
H  -0.77  2.38  -2.55
H  -0.01  1.96  -4.06
H  -1.19  0.92  -3.48
H  -1.95  3.83  -4.29
H  -1.70  1.25  -5.88
H  -1.72  2.89  -6.46
C  4.70  -2.62  -0.21
C  5.51  -1.30  -0.40
C  5.22  -0.72  -1.79
O  5.22  0.68  -1.60
C  5.09  1.03  -0.29
O  4.97  2.18  0.24
O  5.11  -0.20  0.40
H  3.75  -2.37  0.27
H  5.20  -3.37  0.39
H  4.39  -2.94  -1.21
H  6.54  -1.57  -0.20
H  4.22  -0.98  -2.15
H  6.06  -1.07  -2.39
C  -3.78  -1.77  -1.41
C  -2.77  -2.34  -2.40
C  -2.94  -3.81  -2.63
O  -3.63  -3.95  -3.90
C  -3.48  -2.80  -4.55
O  -3.65  -2.50  -5.82
O  -3.08  -1.85  -3.65
H  -3.45  -1.98  -0.39
H  -4.79  -2.06  -1.69
H  -3.70  -0.68  -1.45
H  -1.73  -2.34  -2.05
H  -3.57  -4.28  -1.88
H  -1.91  -4.16  -2.56
C  5.32  0.47  -7.81
C  5.71  0.90  -6.42
C  5.47  2.42  -6.36
O  4.37  2.52  -5.45
C  3.95  1.31  -4.98
O  3.13  0.97  -4.07
O  4.79  0.36  -5.44
H  6.11  0.56  -8.56
H  4.62  1.10  -8.36
H  5.04  -0.57  -7.96
H  6.75  0.63  -6.23
H  5.14  2.90  -7.27
H  6.37  2.94  -6.02
C  2.86  4.68  -0.17
C  2.85  4.96  -1.72
C  2.34  3.54  -2.34
O  1.75  4.11  -3.44
C  1.36  5.36  -3.27
O  0.80  5.99  -4.17
O  1.82  5.85  -2.09
H  2.14  3.95  0.19
H  2.36  5.54  0.29
H  3.82  4.48  0.31
H  3.81  5.22  -2.16
H  1.62  2.97  -1.74
H  3.21  2.96  -2.65
C  -1.63  0.25  1.62
C  -0.17  0.38  1.19
C  0.73  -0.80  1.42
O  1.48  -0.93  0.27
C  1.12  -0.02  -0.67
O  1.64  0.01  -1.82
O  -0.06  0.61  -0.25
H  -1.88  0.12  2.67
H  -2.20  -0.55  1.15
H  -2.06  1.19  1.30
H  0.21  1.21  1.78
H  0.26  -1.72  1.79
H  1.40  -0.59  2.25
C  -6.56  -1.48  2.27
C  -5.61  -0.42  1.85
C  -6.20  0.95  1.69
O  -5.44  1.65  2.65
C  -4.53  0.92  3.27
O  -3.70  1.40  3.97
O  -4.53  -0.25  2.63
H  -6.58  -1.48  3.36
H  -6.12  -2.45  2.04
H  -7.57  -1.41  1.87
H  -5.21  -0.87  0.94
H  -7.25  1.05  1.93
H  -5.96  1.30  0.69
C  2.29  -0.90  5.61
C  2.87  -0.57  6.88
C  4.41  -0.48  6.88
O  4.74  0.83  7.26
C  3.68  1.57  7.52
O  3.51  2.74  7.83
O  2.63  0.79  7.18
H  2.57  -0.22  4.80
H  1.20  -0.84  5.69
H  2.60  -1.93  5.42
H  2.57  -1.21  7.71
H  4.87  -0.87  5.97
H  4.71  -1.17  7.67
C  -2.10  2.64  6.68
C  -0.71  2.15  6.39
C  -0.41  1.81  4.98
O  0.47  2.92  4.48
C  0.65  3.74  5.37
O  1.19  4.86  5.21
O  0.04  3.34  6.57
H  -2.73  1.75  6.72
H  -2.52  3.19  5.84
H  -2.13  3.20  7.62
H  -0.39  1.23  6.88
H  -1.34  1.90  4.43
H  -0.05  0.79  4.87
C  0.44  -1.57  -4.62
C  1.64  -2.39  -5.08
C  2.90  -2.24  -4.28
O  3.29  -3.55  -4.07
C  2.38  -4.43  -4.49
O  2.41  -5.62  -4.35
O  1.34  -3.75  -4.89
H  0.53  -0.52  -4.91
H  0.34  -1.66  -3.54
H  -0.54  -1.69  -5.10
H  1.73  -2.34  -6.17
H  2.86  -1.58  -3.41
H  3.76  -1.85  -4.81
C  1.77  -7.16  1.56
C  1.28  -5.69  1.42
C  2.36  -4.64  1.53
O  2.08  -3.75  0.43
C  0.99  -4.24  -0.29
O  0.34  -3.58  -1.15
O  0.59  -5.43  0.25
H  2.53  -7.38  0.81
H  0.95  -7.82  1.27
H  1.88  -7.57  2.56
H  0.68  -5.39  2.28
H  3.39  -5.00  1.54
H  2.12  -4.12  2.45
C  -3.89  5.56  -1.99
C  -4.71  4.66  -1.10
C  -5.70  3.78  -1.79
O  -5.24  2.48  -1.54
C  -4.04  2.49  -0.84
O  -3.40  1.47  -0.56
O  -3.92  3.74  -0.42
H  -3.54  4.99  -2.84
H  -3.09  5.95  -1.36
H  -4.59  6.31  -2.38
H  -5.22  5.26  -0.34
H  -5.91  3.91  -2.85
H  -6.63  3.97  -1.26
C  -2.42  -1.44  6.42
C  -2.02  -2.68  5.60
C  -2.89  -3.90  5.78
O  -3.28  -4.12  4.44
C  -2.65  -3.19  3.50
O  -2.70  -3.17  2.26
O  -1.97  -2.29  4.18
H  -2.92  -0.61  5.91
H  -1.52  -1.01  6.84
H  -3.06  -1.68  7.26
H  -1.00  -2.99  5.83
H  -3.76  -3.76  6.43
H  -2.25  -4.77  5.90

Lowest unoccupied orbital energy   -0.60 eV
Energy above the lowest of the compared OMol25 structures with the same formula, charge and spin   268.6 kcal/mol
Maximum force   9.30 eV/Å
Spin multiplicity   1
E_tot   -4962.466011 Eh

=====

# C16H32N4O4

6 unconnected molecules or ions with the total composition C16H32N4O4 in a non-equilibrium geometry (the ωB97M-V functional and the def2-TZVPD basis, the OMol25 dataset).

CARTESIAN COORDINATES (ANGSTROEM)
C  -23.45  18.03  21.66
O  -22.86  18.63  22.55
N  -22.95  17.15  20.78
C  -23.73  16.38  19.78
C  -21.52  16.82  20.85
H  -24.54  18.12  21.52
H  -23.93  15.36  20.10
H  -23.08  16.11  18.95
H  -24.61  16.92  19.45
H  -20.91  17.47  21.48
H  -21.39  15.81  21.23
H  -21.03  16.81  19.87
C  -22.61  20.14  15.19
O  -22.72  19.08  14.60
N  -22.53  20.22  16.52
C  -22.65  21.44  17.20
C  -22.33  19.01  17.28
H  -22.63  21.16  14.77
H  -22.20  21.28  18.18
H  -23.69  21.71  17.39
H  -22.21  22.28  16.67
H  -21.41  19.05  17.87
H  -23.13  18.88  18.00
H  -22.37  18.11  16.67
C  -18.94  19.99  19.19
C  -17.69  19.86  18.40
O  -17.16  18.81  18.33
C  -17.31  21.06  17.55
H  -18.76  20.40  20.18
H  -19.33  18.97  19.26
H  -19.64  20.63  18.65
H  -17.11  21.97  18.11
H  -18.19  21.38  17.00
H  -16.51  20.74  16.88
C  -24.68  24.70  14.76
C  -23.35  24.55  14.00
O  -22.59  23.66  14.36
C  -23.12  25.43  12.78
H  -24.67  23.94  15.54
H  -25.43  24.47  14.00
H  -24.80  25.64  15.30
H  -22.88  26.42  13.16
H  -23.93  25.43  12.05
H  -22.32  24.93  12.23
C  -21.60  25.06  17.72
C  -21.09  26.16  18.55
N  -20.69  27.03  19.20
H  -21.85  25.21  16.67
H  -22.42  24.43  18.08
H  -20.76  24.37  17.71
C  -25.14  17.36  15.82
C  -25.52  18.58  16.53
N  -25.83  19.53  17.12
H  -25.50  17.36  14.80
H  -25.48  16.48  16.36
H  -24.05  17.33  15.75

Lowest unoccupied orbital energy (alpha / beta)   2.31 / 2.20 eV
Maximum force   2.67 eV/Å
Spin multiplicity   2
E_tot   -1148.750469 Eh
Total charge   -1

=====

> Which value of maximum force does entry 2 give?

9.30 eV/Å

=====

> The highest spin multiplicity belongs to which entry?

C16H32N4O4